Entry 1
The following is a quantum chemistry calculation of a cluster of 2 separate species, C3H10O3 in total, from the OMol25 dataset.

Computed properties:
- HOMO energy: -10.237 eV
- SMILES: OCCCO.O

CARTESIAN COORDINATES (ANGSTROEM)
O1 0.767 1.763 -0.312
C1 0.620 0.399 0.082
C2 0.059 -0.402 -1.087
C3 -0.496 -1.748 -0.614
O2 -0.945 -2.561 -1.700
H1 1.699 2.014 -0.357
H2 1.578 0.020 0.438
H3 -0.088 0.385 0.904
H4 -0.744 0.240 -1.439
H5 0.781 -0.585 -1.874
H6 0.277 -2.307 -0.108
H7 -1.322 -1.546 0.064
H8 -1.903 -2.533 -1.738
O3 0.096 2.521 2.826
H9 -0.042 1.575 2.915
H10 -0.337 2.765 2.000



Entry 2
The following is a quantum chemistry calculation of a cluster of 2 separate species, C3H10O3 in total, from the OMol25 dataset.

Computed properties:
- HOMO energy: -10.173 eV
- SMILES: COCCO.O

CARTESIAN COORDINATES (ANGSTROEM)
C1 0.000 0.000 0.000
O1 0.297 -0.081 1.394
C2 -0.886 -0.412 2.066
C3 -0.326 -1.222 3.279
O2 -0.115 -0.384 4.407
H1 -0.888 0.631 -0.173
H2 -0.150 -0.967 -0.509
H3 0.878 0.499 -0.444
H4 -1.555 -1.043 1.451
H5 -1.461 0.479 2.384
H6 0.606 -1.803 3.142
H7 -1.120 -1.928 3.588
H8 0.394 0.393 4.094
O3 0.985 2.365 3.088
H9 1.358 1.628 2.553
H10 0.147 2.603 2.632



Entry 3
The following is a quantum chemistry calculation of a cluster of 4 separate species, C3H10O3 in total, from the OMol25 dataset.

Computed properties:
- HOMO energy: -8.267 eV

CARTESIAN COORDINATES (ANGSTROEM)
O1 0.857 -0.808 -0.791
C1 0.688 0.344 -1.104
C2 -0.289 1.187 -0.444
C3 -1.452 0.643 0.283
H1 1.266 0.767 -1.936
H2 -0.268 2.213 -0.795
H3 2.597 1.177 1.917
H4 -1.198 -0.346 0.649
H5 -2.335 0.769 -0.347
H6 -1.617 1.259 1.180
H7 1.436 -0.162 1.021
H8 1.766 0.841 1.998
O2 0.941 0.028 1.825
H9 -0.710 -1.956 -0.812
H10 -0.474 -3.244 -1.493
O3 -1.208 -2.714 -1.151



Top of the stability list: entry 1, leading by 0.0191 hartree.



Entry 1
The following is a quantum chemistry calculation of a cluster of 2 separate species, C2H2N2O2 in total, from the OMol25 dataset.

Computed properties:
- HOMO energy (spin up / spin down): -10.705 / -10.711 eV

CARTESIAN COORDINATES (ANGSTROEM)
C1 2.473 0.389 -0.276
C2 -0.736 0.547 0.068
N1 3.617 0.201 -0.237
N2 -1.366 -0.630 0.047
O1 -1.569 -1.168 -1.049
O2 -1.686 -1.104 1.199
H1 -0.408 0.834 1.052
H2 -0.325 0.931 -0.804



Entry 2
The following is a quantum chemistry calculation of a structure of composition C2H2N2O2, from the OMol25 dataset.

Computed properties:
- HOMO energy: -10.079 eV

CARTESIAN COORDINATES (ANGSTROEM)
O1 1.499 -0.017 0.786
C1 0.513 -0.699 0.262
N1 0.212 -1.570 -0.594
O2 -0.715 -0.832 0.654
C2 -1.293 1.216 -0.602
N2 -0.223 1.426 -0.977
H1 2.297 -0.560 0.735
H2 -2.291 1.037 -0.264



Top of the stability list: entry 2, leading by 0.2039 hartree.



Entry 1
The following is a quantum chemistry calculation of the molecule C2H2N2O2, from the OMol25 dataset.

Computed properties:
- HOMO energy: -10.152 eV
- SMILES: O=c1nco[nH]1

CARTESIAN COORDINATES (ANGSTROEM)
O1 2.292 -0.107 -0.112
C1 1.110 -0.261 -0.083
N1 0.059 -1.201 0.092
C2 -1.150 -0.644 -0.094
O2 -1.100 0.663 -0.113
N2 0.245 0.999 -0.009
H1 -2.019 -1.220 -0.120
H2 0.561 1.772 0.440



Entry 2
The following is a quantum chemistry calculation of a cluster of 2 separate species, C2H2N2O2 in total, from the OMol25 dataset.

Computed properties:
- HOMO energy: -10.322 eV

CARTESIAN COORDINATES (ANGSTROEM)
O1 -2.197 -0.958 0.616
C1 -1.556 -0.033 0.282
N1 0.415 -0.589 0.578
C2 0.999 0.437 0.092
N2 0.704 1.593 -0.314
O2 -1.352 1.070 -0.138
H1 0.875 -1.476 0.722
H2 2.060 0.703 -0.258



Top of the stability list: entry 1, leading by 0.0295 hartree.



Entry 1
The following is a quantum chemistry calculation of a structure of composition C17H20BrF3N6RhS, from the OMol25 dataset.

Computed properties:
- HOMO energy (spin up / spin down): -3.658 / -3.658 eV
- Net charge: -1

CARTESIAN COORDINATES (ANGSTROEM)
Rh1 0.104 1.184 1.265
F1 -3.211 1.068 -5.167
C1 -3.290 1.370 -3.838
F2 -4.372 0.696 -3.398
F3 -3.579 2.677 -3.795
C2 -2.015 0.999 -3.127
C3 -1.045 0.356 -3.863
C4 0.152 0.001 -3.262
C5 0.296 0.323 -1.929
N1 -0.626 0.917 -1.177
C6 -1.826 1.281 -1.733
S1 -3.065 2.056 -0.833
H1 -1.215 0.148 -4.911
H2 0.950 -0.486 -3.805
H3 1.228 0.102 -1.417
C7 -0.157 -4.299 0.555
N2 0.446 -3.216 1.310
C8 0.540 -3.512 2.736
C9 -0.107 -1.919 1.071
N3 0.637 -0.910 0.880
N4 -1.484 -1.867 1.085
C10 -2.307 -0.730 1.139
N5 -3.625 -1.046 0.790
N6 -1.881 0.400 1.480
H4 0.495 -5.171 0.610
H5 -0.260 -4.009 -0.490
H6 -1.146 -4.612 0.933
H7 1.172 -4.389 2.877
H8 -0.442 -3.716 3.191
H9 0.992 -2.667 3.252
H10 1.615 -1.177 0.898
H11 -1.964 -2.738 1.235
H12 -3.666 -1.563 -0.080
H13 -4.169 -0.196 0.694
H14 -2.506 1.176 1.247
Br1 6.376 3.246 -0.097
C11 4.588 2.703 0.323
C12 3.592 2.845 -0.627
C13 2.301 2.440 -0.310
C14 1.948 1.893 0.939
C15 3.007 1.785 1.859
C16 4.311 2.175 1.569
H15 3.821 3.270 -1.596
H16 1.528 2.566 -1.060
H17 2.801 1.380 2.845
H18 5.101 2.070 2.302
C17 0.022 2.184 2.780
H19 -0.868 2.110 3.421
H20 0.803 2.805 3.231



Entry 2
The following is a quantum chemistry calculation of a structure of composition C17H20BrF3N6RhS, from the OMol25 dataset.

Computed properties:
- HOMO energy (spin up / spin down): -2.367 / -2.353 eV
- Net charge: -1

CARTESIAN COORDINATES (ANGSTROEM)
Rh1 0.826 0.234 -1.106
F1 -2.886 5.854 -1.213
C1 -2.188 4.785 -1.677
F2 -1.244 5.324 -2.480
F3 -3.054 4.161 -2.516
C2 -1.661 3.925 -0.589
C3 -1.985 4.214 0.755
C4 -1.491 3.379 1.746
C5 -0.661 2.332 1.394
N1 -0.333 2.059 0.120
C6 -0.860 2.798 -0.865
S1 -0.496 2.216 -2.434
H1 -2.611 5.062 0.987
H2 -1.743 3.551 2.781
H3 -0.239 1.673 2.140
C7 -0.710 -4.164 1.540
N2 -1.346 -2.870 1.385
C8 -2.788 -2.943 1.530
C9 -0.919 -2.125 0.246
N3 -0.366 -0.946 0.372
N4 -1.192 -2.698 -0.980
C10 -0.897 -2.251 -2.233
N5 -1.428 -3.082 -3.250
N6 -0.143 -1.219 -2.485
H4 -0.871 -4.524 2.560
H5 0.360 -4.050 1.374
H6 -1.097 -4.935 0.850
H7 -3.034 -3.264 2.545
H8 -3.262 -3.651 0.827
H9 -3.203 -1.951 1.362
H10 -0.292 -0.679 1.348
H11 -1.625 -3.609 -0.945
H12 -2.378 -3.391 -3.073
H13 -1.352 -2.649 -4.160
H14 -0.073 -0.998 -3.473
Br1 5.551 -0.018 3.652
C11 4.301 0.142 2.199
C12 4.244 -0.857 1.247
C13 3.288 -0.769 0.248
C14 2.394 0.303 0.171
C15 2.545 1.322 1.117
C16 3.475 1.245 2.140
H15 4.929 -1.694 1.287
H16 3.258 -1.556 -0.496
H17 1.926 2.204 1.058
H18 3.542 2.030 2.883
C17 2.274 0.707 -2.389
H19 2.304 0.161 -3.333
H20 3.209 1.213 -2.167



Top of the stability list: entry 1, leading by 0.0949 hartree.



Entry 1
The following is a quantum chemistry calculation of the ion C4H2IN2 with charge +1, from the OMol25 dataset.

Computed properties:
- HOMO energy: -14.099 eV
- SMILES: IC1=CN=C=[N+]=C1
- Net charge: +1

CARTESIAN COORDINATES (ANGSTROEM)
I1 2.572 -0.255 0.277
C1 0.529 -0.057 0.172
C2 -0.360 -0.074 1.225
N1 -1.704 0.074 0.980
C3 -1.919 0.188 -0.215
N2 -1.445 0.255 -1.368
C4 -0.148 0.134 -1.342
H1 -0.094 -0.187 2.272
H2 0.459 0.149 -2.233



Entry 2
The following is a quantum chemistry calculation of the ion C4H2IN2 with charge +1, from the OMol25 dataset.

Computed properties:
- HOMO energy (spin up / spin down): -14.003 / -14.003 eV
- Net charge: +1

CARTESIAN COORDINATES (ANGSTROEM)
C1 -0.386 1.802 0.369
C2 1.010 0.200 1.082
C3 -0.999 0.178 -0.909
C4 -0.132 -0.710 -0.425
N1 -1.183 1.534 -0.525
N2 0.526 1.343 1.080
I1 0.347 -2.648 -0.741
H1 1.792 -0.258 1.659
H2 -1.705 -0.052 -1.703



Top of the stability list: entry 1, leading by 0.0840 hartree.



Entry 1
The following is a quantum chemistry calculation of a cluster of 2 separate species, C6H8N4O2 in total, from the OMol25 dataset.

Computed properties:
- HOMO energy (spin up / spin down): -8.792 / -8.791 eV

CARTESIAN COORDINATES (ANGSTROEM)
C1 -1.429 -2.091 1.902
C2 0.881 1.581 1.484
C3 -1.691 0.388 1.521
C4 0.944 1.134 -2.482
C5 -0.814 -0.783 1.733
C6 0.938 -0.305 -2.184
N1 -1.931 -3.140 1.907
N2 0.699 2.700 1.215
N3 0.490 -0.682 1.807
N4 1.297 0.328 1.735
O1 1.183 -1.170 -3.181
O2 0.589 -0.836 -1.125
H1 -1.462 0.603 0.525
H2 -2.777 0.171 1.667
H3 -1.359 1.170 2.116
H4 1.952 1.612 -2.720
H5 0.387 1.231 -3.415
H6 0.315 1.515 -1.678
H7 0.729 -1.981 -2.929
H8 1.058 -1.445 2.102



Entry 2
The following is a quantum chemistry calculation of the molecule C6H8N4O2, from the OMol25 dataset.

Computed properties:
- HOMO energy: -8.364 eV
- SMILES: O=c1cc(O)n(C2=NCCN2)[nH]1

CARTESIAN COORDINATES (ANGSTROEM)
O1 -4.660 1.269 0.393
C1 -3.803 0.535 0.065
C2 -3.804 -0.856 -0.100
C3 -2.478 -1.269 -0.063
O2 -1.903 -2.454 0.136
N1 -1.686 -0.165 -0.242
C4 -0.329 -0.098 -0.081
N2 0.409 -1.127 0.194
C5 1.824 -0.644 0.199
C6 1.718 0.872 0.352
N3 0.287 1.197 -0.063
N4 -2.471 0.965 -0.149
H1 -4.693 -1.568 0.053
H2 -0.870 -2.504 0.075
H3 2.413 -1.061 -0.658
H4 2.243 -1.066 1.142
H5 1.910 1.320 1.287
H6 2.304 1.509 -0.304
H7 0.037 1.688 -0.913
H8 -1.932 1.744 0.156



Top of the stability list: entry 2, leading by 0.0545 hartree.



Entry 1
The following is a quantum chemistry calculation of a structure of composition C6H7B, from the OMol25 dataset.

Computed properties:
- HOMO energy: -7.411 eV

CARTESIAN COORDINATES (ANGSTROEM)
B1 -1.610 -0.698 0.545
C1 -0.508 -1.405 1.167
C2 0.626 -1.717 0.792
C3 -1.806 0.331 -0.467
C4 1.564 -0.730 0.372
C5 0.801 0.490 -0.399
C6 -0.545 0.931 -0.018
H1 -1.881 0.145 -1.594
H2 -2.574 0.961 -0.191
H3 2.007 -0.349 1.240
H4 2.378 -1.029 -0.234
H5 1.445 1.281 -0.521
H6 0.743 0.077 -1.434
H7 -0.642 1.712 0.742



Entry 2
The following is a quantum chemistry calculation of a structure of composition C6H7B, from the OMol25 dataset.

Computed properties:
- HOMO energy: -9.011 eV

CARTESIAN COORDINATES (ANGSTROEM)
B1 0.934 0.573 -0.446
C1 2.475 0.350 -0.383
C2 1.883 -0.690 0.004
C3 0.928 -1.663 0.436
C4 -0.107 -0.894 0.118
C5 0.267 1.987 -0.326
C6 -1.606 -0.924 0.171
H1 1.115 -2.549 1.137
H2 -0.485 2.184 -1.216
H3 0.941 2.701 -0.343
H4 -0.456 1.910 0.543
H5 -1.743 -1.410 -0.792
H6 -2.125 0.018 0.221
H7 -2.021 -1.594 0.876



Top of the stability list: entry 2, leading by 0.0160 hartree.



Entry 1
The following is a quantum chemistry calculation of a cluster of 2 separate species, C3H8ClN3 in total, from the OMol25 dataset.

Computed properties:
- HOMO energy (spin up / spin down): -18.704 / -18.640 eV
- Net charge: +2

CARTESIAN COORDINATES (ANGSTROEM)
C1 2.231 0.228 -0.020
C2 -1.108 -0.724 0.204
C3 -3.130 0.558 -0.314
N1 1.312 -0.602 0.359
N2 3.522 -0.016 -0.051
N3 -1.726 0.335 -0.062
Cl1 -1.413 -2.254 0.512
H1 2.150 1.210 -0.391
H2 -3.698 0.244 0.584
H3 -3.648 -0.090 -1.108
H4 -3.294 1.603 -0.228
H5 1.628 -1.515 0.479
H6 4.180 0.753 -0.308
H7 4.012 -0.868 0.362
H8 -1.019 1.139 -0.018



Entry 2
The following is a quantum chemistry calculation of a cluster of 2 separate species, C3H8ClN3 in total, from the OMol25 dataset.

Computed properties:
- HOMO energy (spin up / spin down): -17.628 / -17.921 eV
- Net charge: +2

CARTESIAN COORDINATES (ANGSTROEM)
C1 -1.905 1.420 -0.853
C2 -0.010 0.587 0.431
C3 2.290 -1.887 1.621
N1 -2.507 1.545 -1.980
N2 -0.718 0.800 -0.700
N3 1.744 -1.667 0.423
Cl1 -0.459 1.242 1.854
H1 -2.374 1.814 0.049
H2 3.135 -1.261 1.959
H3 2.767 -2.900 1.507
H4 1.531 -2.125 2.384
H5 -3.420 1.998 -2.044
H6 -2.119 1.215 -2.865
H7 -0.288 0.390 -1.534
H8 2.333 -1.171 -0.251



Top of the stability list: entry 1, leading by 0.0221 hartree.